Formula: C5H11NO
Source: the OMol25 dataset
Level of theory: wB97M-V/def2-TZVPD

Structure (XYZ):
```
18
Properties=species:S:1:pos:R:3
C -0.397 -1.778 -0.726
C 0.974 -0.034 1.775
N 0.440 0.872 1.069
C -0.651 1.641 1.656
C 0.580 -0.800 -1.333
O 1.780 -0.967 -1.267
C -0.005 0.382 -2.094
H 0.102 -2.534 -0.110
H -0.920 -2.288 -1.544
H -1.160 -1.260 -0.136
H 1.795 -0.639 1.371
H 0.668 -0.256 2.808
H -0.283 2.624 1.987
H -1.409 1.854 0.895
H -1.114 1.135 2.505
H 0.514 0.457 -3.052
H 0.169 1.315 -1.541
H -1.082 0.277 -2.264
```

Summary:
- Lowest unoccupied orbital energy: 1.0 eV
- Structure (SMILES): CC(C)=O.C=NC
- Energy above the lowest of the compared OMol25 structures with the same formula, charge and spin: 39.8 kcal per mole
- Largest force on an atom: 0.491 eV Å⁻¹
- Total charge: 0